No. 1
{"formula": "C4H11NO2", "method": "ωB97M-V/def2-TZVPD", "e_above_lowest_kj_mol": 408.6, "total_charge": 0, "gap_ev": [8.068, 8.069], "multiplicity": 1, "elements": ["C", "C", "C", "C", "N", "O", "O", "H", "H", "H", "H", "H", "H", "H", "H", "H", "H", "H"], "positions_angstrom": [[-0.4054, -0.9927, 0.9066], [-0.9308, 0.2745, -0.8819], [0.8041, -0.5209, 1.3437], [-1.0491, 1.6304, -0.2607], [0.0890, 0.0171, -1.6767], [-0.5113, -2.1977, 0.1980], [1.9103, 0.7268, -0.0994], [0.0757, -2.8552, 0.5875], [2.7985, 0.3547, -0.1248], [-1.3259, -0.6841, 1.3886], [-1.8503, -0.2858, -1.0372], [1.0637, 0.3494, -1.2029], [0.0761, -0.8975, -2.1093], [1.6855, -1.1426, 1.2898], [0.8312, 0.3034, 2.0375], [-0.0680, 2.0031, 0.0267], [-1.4881, 2.3138, -0.9949], [-1.7050, 1.6034, 0.6093]]}



No. 2
{"formula": "CH8N2O3", "method": "ωB97M-V/def2-TZVPD", "e_above_lowest_kj_mol": 101.8, "total_charge": -1, "gap_ev": [7.453, 5.530], "s2": 0.7548, "multiplicity": 2, "elements": ["N", "C", "N", "O", "H", "H", "H", "H", "H", "H", "O", "H", "H", "O"], "positions_angstrom": [[-0.0615, 2.1670, -0.8600], [0.3986, 1.1543, 0.0281], [1.3033, 1.7730, 1.0365], [1.1717, 0.2419, -0.7165], [-0.3712, 0.6501, 0.6161], [-1.0680, 2.1246, -1.0251], [0.7223, 2.5225, 1.4191], [1.9923, 2.2763, 0.4718], [-0.9326, -2.4258, 0.0499], [-0.7298, -2.0259, 1.6439], [-0.7524, -1.5770, 0.7955], [-1.7266, -3.8474, -1.0899], [0.9781, 0.4321, -1.6425], [-0.9242, -3.4658, -0.7267]]}



No. 3
{"formula": "C3H6S3Si", "method": "ωB97M-V/def2-TZVPD", "e_above_lowest_kj_mol": 296.4, "total_charge": 0, "gap_ev": [8.296, 5.222], "multiplicity": 1, "elements": ["C", "C", "C", "Si", "S", "S", "S", "H", "H", "H", "H", "H", "H"], "positions_angstrom": [[0.4415, -0.9999, 0.7448], [0.3769, 1.3766, -0.2288], [1.0674, -0.0253, -0.2378], [-2.2914, 0.0116, -0.0636], [-1.2035, -1.7550, 0.1524], [-1.1461, 1.5226, -1.1712], [1.5013, -0.6847, -1.8971], [1.0799, -1.9570, 1.0023], [0.1788, -0.6122, 1.6894], [0.2875, 1.5670, 0.9075], [1.1021, 2.0242, -0.7209], [2.1733, -0.0061, 0.2273], [-3.5678, -0.4617, -0.4043]]}



No. 4
{"formula": "C5H14OS2", "method": "ωB97M-V/def2-TZVPD", "e_above_lowest_kj_mol": 177.7, "total_charge": 0, "gap_ev": 8.982, "smiles": "CCCSSCC.O", "multiplicity": 1, "elements": ["C", "C", "C", "S", "S", "C", "C", "H", "H", "H", "H", "H", "H", "H", "H", "H", "H", "H", "H", "O", "H", "H"], "positions_angstrom": [[-2.5781, -1.7045, 1.8032], [-2.3567, -0.4649, 0.9469], [-0.9595, -0.2263, 0.3102], [-1.0382, -0.5066, -1.5289], [0.7646, 0.2855, -2.1259], [1.8634, -0.3292, -0.6604], [3.2852, 0.0440, -1.1216], [-1.5830, -2.1372, 2.0295], [-3.0945, -2.4243, 1.1001], [-3.0855, -1.3964, 2.7991], [-2.3548, 0.4269, 1.5236], [-3.0588, -0.3696, 0.2228], [-0.4966, 0.7902, 0.4081], [-0.3247, -0.9877, 0.7796], [1.4943, 0.3699, 0.2720], [1.7602, -1.3771, -0.2365], [3.3004, 1.0866, -1.4290], [3.6916, -0.4930, -1.9218], [3.9221, 0.1384, -0.2239], [0.2487, 3.1683, -0.5935], [0.2045, 3.7657, -1.3966], [0.3953, 2.3413, -0.9571]]}



No. 5
{"formula": "C2HFO3S", "method": "ωB97M-V/def2-TZVPD", "e_above_lowest_kj_mol": 147.3, "total_charge": 0, "gap_ev": 8.143, "multiplicity": 1, "elements": ["C", "C", "O", "O", "O", "F", "S", "H"], "positions_angstrom": [[0.8727, -0.4720, 0.4892], [-0.2427, -0.5433, 1.2253], [-0.0442, 1.9598, -1.0530], [1.9270, -0.3279, 0.1241], [-0.0408, -0.3033, -2.0257], [-1.3979, -0.0014, 0.6884], [-0.8075, 0.8639, -1.6448], [-0.2666, -1.1758, 2.1964]]}



No. 6
{"formula": "C24H28CeN6O2S2", "method": "ωB97M-V/def2-TZVPD", "e_above_lowest_kj_mol": 0.0, "total_charge": 1, "gap_ev": [7.258, 7.284], "s2": 0.7509, "multiplicity": 2, "elements": ["Ce", "O", "C", "O", "C", "C", "C", "C", "C", "N", "H", "H", "H", "H", "N", "C", "N", "C", "C", "S", "C", "C", "S", "C", "N", "N", "H", "H", "H", "H", "H", "H", "C", "C", "C", "C", "C", "C", "C", "C", "N", "C", "C", "C", "C", "H", "H", "H", "H", "H", "H", "H", "H", "H", "H", "H", "H", "H", "H", "H", "H", "H", "H"], "positions_angstrom": [[-0.6773, -0.7278, -0.6047], [-2.0948, -3.6422, -2.9551], [-1.9004, -3.1333, -1.8816], [-2.3264, -1.9447, -1.4729], [-1.0595, -3.8843, -0.8508], [-1.1548, -5.2631, -0.7637], [-0.3787, -5.9148, 0.1800], [0.4843, -5.1822, 0.9824], [0.5414, -3.8108, 0.8159], [-0.2169, -3.1790, -0.0833], [-1.8221, -5.7901, -1.4301], [-0.4388, -6.9893, 0.2932], [1.1121, -5.6534, 1.7250], [1.2123, -3.1978, 1.4057], [2.4584, 0.5359, 1.3652], [2.7372, 0.2211, 0.0744], [1.8442, -0.2715, -0.7559], [2.3981, -0.4544, -2.0164], [3.7068, -0.1460, -2.1254], [4.3022, 0.4075, -0.6011], [1.5158, -0.8772, -3.1213], [1.9262, -1.4109, -4.2876], [0.5879, -1.6046, -5.3538], [-0.4593, -0.9716, -4.1548], [0.1361, -0.6437, -3.0195], [-1.7857, -0.8084, -4.3715], [1.5085, 0.8398, 1.5547], [3.1425, 1.0853, 1.8612], [4.3275, -0.1696, -3.0044], [2.9283, -1.6825, -4.5733], [-2.1902, -1.3318, -5.1327], [-2.3546, -0.8670, -3.5352], [1.1872, 3.7151, -2.0280], [0.7385, 3.4353, -0.6221], [1.1037, 4.2591, 0.4388], [0.6632, 3.9861, 1.7298], [1.0065, 4.9188, 2.8596], [-0.1108, 2.8546, 1.9829], [-0.4811, 1.9840, 0.9466], [-0.0630, 2.3376, -0.3458], [-1.1447, 0.7572, 1.0892], [-1.9057, 0.3620, 2.2856], [-1.0232, 0.0897, 3.5111], [-2.9989, 1.3730, 2.6295], [-2.5764, -0.9607, 1.9121], [1.7957, 4.6172, -2.0720], [0.3426, 3.8520, -2.7055], [1.7883, 2.8907, -2.4217], [1.7144, 5.1349, 0.2519], [1.8148, 5.5950, 2.5843], [1.3160, 4.3742, 3.7529], [0.1434, 5.5271, 3.1358], [-0.4268, 2.6614, 2.9956], [-0.3737, 1.7737, -1.2244], [-0.5914, 0.9883, 3.9454], [-0.1973, -0.5827, 3.2551], [-1.5995, -0.3963, 4.3014], [-2.6021, 2.3687, 2.8207], [-3.5397, 1.0543, 3.5234], [-3.7207, 1.4541, 1.8147], [-1.8464, -1.7699, 1.7574], [-3.2036, -0.8598, 1.0217], [-3.2194, -1.3318, 2.7113]]}



No. 7
{"formula": "C5H11N3", "method": "ωB97M-V/def2-TZVPD", "e_above_lowest_kj_mol": 414.8, "total_charge": 0, "gap_ev": 8.623, "multiplicity": 1, "elements": ["C", "C", "C", "N", "N", "N", "C", "C", "H", "H", "H", "H", "H", "H", "H", "H", "H", "H", "H"], "positions_angstrom": [[0.2728, 1.5050, 0.2302], [0.1371, -0.9480, -0.7165], [0.6622, -0.9443, 0.5146], [0.4607, -1.8698, -1.7183], [-0.5886, 1.5967, 1.3719], [-1.9369, 0.3559, -0.7472], [-0.5957, 0.2492, -1.1357], [1.5057, -1.4014, 1.4197], [-0.3205, -2.1791, -2.2805], [1.0404, -2.6363, -1.4100], [-0.3319, 0.9256, 2.0859], [-0.6567, 2.5322, 1.7567], [-2.0228, 0.3716, 0.2715], [-2.3772, 1.1902, -1.1187], [1.3456, 1.4728, 0.4151], [0.0708, 2.3468, -0.4334], [-0.4454, 0.5274, -2.1811], [2.5689, -1.5187, 1.2272], [1.2115, -1.5760, 2.4487]]}



No. 8
{"formula": "C51H71N5O2SSi5TaTe", "method": "ωB97M-V/def2-TZVPD", "total_charge": 3, "gap_ev": 2.820, "multiplicity": 1, "elements": ["Ta", "S", "C", "C", "C", "C", "C", "C", "N", "C", "C", "C", "C", "C", "C", "C", "H", "H", "H", "H", "H", "H", "H", "H", "C", "O", "C", "C", "C", "C", "C", "C", "C", "N", "C", "C", "N", "C", "C", "C", "C", "N", "C", "C", "N", "C", "C", "C", "C", "H", "H", "H", "H", "H", "H", "H", "H", "H", "H", "H", "H", "H", "H", "C", "O", "Si", "C", "C", "C", "Si", "C", "C", "C", "Si", "C", "C", "C", "H", "H", "H", "H", "H", "H", "H", "H", "H", "H", "H", "H", "H", "H", "H", "H", "H", "H", "H", "H", "H", "H", "H", "H", "H", "H", "H", "C", "Si", "C", "C", "C", "Te", "C", "Si", "C", "C", "C", "H", "H", "H", "H", "H", "H", "H", "H", "H", "H", "H", "H", "H", "H", "H", "H", "H", "H", "H", "H", "H", "H"], "positions_angstrom": [[-0.5946, -0.8759, -0.7669], [2.5095, -4.1137, -3.0914], [1.3280, -5.2164, -2.4543], [1.3517, -6.6036, -2.4655], [0.2950, -7.2724, -1.8836], [-0.7687, -6.5699, -1.3130], [-0.7936, -5.1913, -1.2973], [0.2754, -4.4940, -1.8601], [0.4446, -3.1261, -1.8870], [1.5617, -2.7878, -2.4949], [1.9801, -1.4115, -2.6740], [3.0567, -1.1496, -3.5331], [3.4969, 0.1402, -3.7358], [2.8657, 1.1809, -3.0713], [1.7848, 0.9184, -2.2432], [1.3001, -0.3690, -2.0134], [2.1783, -7.1357, -2.9076], [0.2916, -8.3504, -1.8698], [-1.5741, -7.1263, -0.8599], [-1.5980, -4.6431, -0.8374], [3.5353, -1.9735, -4.0467], [4.3328, 0.3316, -4.3918], [3.2167, 2.1932, -3.1988], [1.3223, 1.7596, -1.7429], [6.7836, 5.7251, 9.6200], [5.6134, 6.1081, 8.9233], [5.1382, 5.3595, 7.9389], [3.9943, 5.8499, 7.2729], [3.4479, 5.1672, 6.2198], [3.9998, 3.9468, 5.7862], [5.1358, 3.4585, 6.4530], [5.6959, 4.1462, 7.5027], [3.3966, 3.2523, 4.6810], [2.3880, 3.7052, 3.9527], [2.1182, 2.7551, 3.0377], [2.9927, 1.6637, 3.1987], [3.7949, 2.0106, 4.2409], [2.9267, 0.5181, 2.3819], [3.8183, -0.5673, 2.4711], [3.6693, -1.6224, 1.6074], [2.5939, -1.6108, 0.7155], [1.7054, -0.6381, 0.6502], [1.8679, 0.4536, 1.4229], [0.9750, 1.5695, 1.2385], [0.0118, 1.4914, 0.2922], [-0.7115, 2.5699, 0.0300], [-0.5895, 3.7769, 0.7148], [0.3185, 3.8577, 1.7468], [1.1345, 2.7536, 2.0127], [6.9820, 6.5229, 10.3321], [7.6373, 5.6294, 8.9444], [6.6299, 4.7868, 10.1587], [3.5783, 6.7819, 7.6195], [2.5851, 5.5561, 5.7026], [5.6115, 2.5400, 6.1443], [6.5729, 3.7482, 7.9863], [4.5278, 1.4546, 4.6483], [4.6039, -0.5636, 3.2113], [4.3432, -2.4637, 1.6217], [2.4656, -2.4293, 0.0230], [-1.4212, 2.4837, -0.7862], [-1.1989, 4.6214, 0.4404], [0.4353, 4.7433, 2.3512], [-3.1943, -2.7760, -2.1759], [-2.4800, -2.2695, -1.0656], [-3.2854, -2.2485, 0.5190], [-3.8635, -4.0261, 0.8747], [-4.8644, -1.2483, 0.1192], [-1.8075, -1.4417, 1.4078], [-2.4945, -0.0067, 2.5177], [-1.1899, 0.9776, 3.5090], [-3.7371, -0.7610, 3.7505], [-3.3613, 1.3088, 1.4139], [-0.7800, -2.6951, 2.4850], [0.3721, -3.7814, 1.4000], [-1.7899, -3.9244, 3.5417], [0.3582, -1.8607, 3.7705], [-3.7157, -3.6887, -1.8928], [-2.4962, -3.0056, -2.9804], [-3.9241, -2.0363, -2.5116], [-4.9478, -4.0642, 0.9238], [-3.4937, -4.3931, 1.8200], [-3.5608, -4.7399, 0.1162], [-5.5812, -1.8766, -0.4061], [-4.7001, -0.3754, -0.5067], [-5.3555, -0.9152, 1.0254], [-1.3269, 0.7973, 4.5693], [-1.3008, 2.0460, 3.3538], [-0.1712, 0.7088, 3.2666], [-3.2244, -1.1473, 4.6258], [-4.3217, -1.5727, 3.3299], [-4.4285, 0.0021, 4.0960], [-3.0739, 1.2571, 0.3657], [-3.1265, 2.3064, 1.7700], [-4.4410, 1.2260, 1.4663], [0.0201, -4.8050, 1.3472], [1.3689, -3.8226, 1.8262], [0.4709, -3.4202, 0.3844], [-1.8639, -4.9028, 3.0764], [-2.7885, -3.5849, 3.7882], [-1.2673, -4.0715, 4.4817], [1.0476, -1.1274, 3.3697], [0.9507, -2.6396, 4.2414], [-0.2182, -1.3872, 4.5557], [-2.6655, 2.7775, -6.4577], [-2.3971, 3.5544, -4.7486], [-3.5813, 5.0014, -4.4265], [-0.5671, 4.0254, -4.5263], [-2.7861, 2.2688, -3.3181], [-1.3106, 0.6984, -3.3143], [-2.3884, -0.3861, -4.8443], [-1.2268, -1.3207, -6.0889], [-2.3250, -1.9044, -7.5204], [-0.5831, -2.7963, -5.0640], [0.2265, -0.1707, -6.5387], [-2.4998, 3.5397, -7.2122], [-3.6787, 2.4133, -6.5993], [-1.9680, 1.9695, -6.6557], [-3.3882, 5.7861, -5.1513], [-3.4640, 5.4386, -3.4386], [-4.6218, 4.7094, -4.5418], [-0.3042, 4.8109, -5.2274], [0.0885, 3.1783, -4.7244], [-0.3528, 4.4025, -3.5302], [-3.7850, 1.8538, -3.4206], [-2.7420, 2.8148, -2.3808], [-2.9612, 0.3719, -5.3667], [-3.0926, -1.0807, -4.3976], [-3.1875, -2.4640, -7.1680], [-1.7701, -2.5604, -8.1828], [-2.6925, -1.0763, -8.1173], [-1.2575, -3.6449, -5.1257], [-0.4742, -2.5217, -4.0167], [0.3826, -3.1326, -5.4249], [-0.0517, 0.5374, -7.3139], [1.0710, -0.7356, -6.9241], [0.5776, 0.3983, -5.6751]]}